The following is a quantum chemistry calculation of C2H6N2S as an isolated structure in a non-equilibrium geometry, from OMol25.

Values from the calculation:
LUMO ... 0.50 eV
HOMO level ... -8.2 eV
HOMO-LUMO gap ... 8.72 eV
Total energy ... -587.2391 hartree
ΔE to the lowest compared entry with this formula, charge and spin ... 166.3 kcal/mol
Max |F| ... 7.2 eV Å⁻¹

```
! wB97M-V def2-TZVPD RIJCOSX def2/J DEFGRID3
* xyz 0 1
C -2.01 0.88 -0.11
C 0.26 -1.15 -0.08
H -3.13 0.57 -0.92
H -2.42 1.67 1.10
H -0.88 1.36 -0.66
H 0.55 -2.18 -0.20
H 2.79 -0.96 0.01
H 2.85 0.73 0.75
N 1.05 -0.02 0.26
N 2.43 0.08 -0.23
S -1.50 -0.98 0.09
*
```

Here are the natural (NBO) charges for atoms 1 to 4, given in e: -0.824, -0.152, 0.258, 0.262